# 1
# C13H24INO10S

2 unconnected molecules or ions with the total composition C13H24INO10S in a non-equilibrium geometry (ωB97M-V/def2-TZVPD, the Open Molecules 2025 dataset).

Geometry as XYZ:
```
50
Properties=species:S:1:pos:R:3:forces:R:3:lowdin_charge:R:1
I 0.1157 5.3392 -2.2965 -1.156 -0.407 0.011 0.65
S 3.7644 -6.3717 -0.2100 0.260 -0.194 0.058 0.68
O -2.8360 0.7224 1.1870 -1.108 -0.505 3.575 -0.16
O -0.3438 -0.3266 2.2614 0.796 1.397 1.317 -0.11
O 2.1064 -1.0686 -0.1430 2.134 6.414 -5.217 -0.05
O -3.5763 -0.2401 -1.0462 6.624 5.740 -0.222 0.03
O 4.2379 -7.0388 0.9824 -0.325 0.830 -1.677 -0.24
O 4.3954 -6.5239 -1.5004 -0.699 -0.068 1.736 -0.24
O 3.6293 -4.7803 0.1174 0.092 -1.181 0.125 -0.20
O 3.7508 -0.2027 -1.7219 -2.437 0.676 3.007 -0.02
O 2.1729 -6.6898 -0.3732 1.043 0.257 -0.344 -0.20
O -1.8878 0.8560 -2.3605 -0.700 -0.424 3.886 -0.10
N -2.2461 1.4392 0.2171 0.534 1.267 -4.648 -0.08
C -0.1434 1.6422 3.8958 -0.090 -0.141 -0.223 -0.08
C -1.9557 4.0083 -0.3601 0.096 0.536 -0.408 -0.27
C 2.2824 -4.3628 -0.0993 -0.708 0.212 -0.337 -0.18
C -2.5727 0.6541 -1.0709 -5.189 -5.168 -0.530 -0.24
C 1.5356 1.2399 -1.3321 0.974 0.299 0.000 -0.10
C -1.1371 0.5022 3.1813 1.125 -0.145 2.006 -0.34
C 0.5902 1.0937 -2.6634 -0.423 -0.405 -0.258 -0.14
C -2.4794 1.1827 2.5349 0.058 -0.203 1.403 -0.10
C -0.6559 0.0544 -2.4225 1.451 -0.258 0.090 -0.16
C 2.4522 -0.0820 -0.9991 -0.484 -4.576 2.868 -0.25
C -1.8701 4.3783 -1.9695 -0.828 -0.687 0.130 -0.60
C 1.4256 -5.5990 0.1601 -0.119 0.448 0.588 -0.17
C -2.9816 2.7744 -0.0219 -0.680 1.645 -1.236 -0.13
H 1.1903 0.7116 -3.5970 -0.878 0.862 1.951 0.13
H -3.3873 0.8655 3.2424 1.936 0.611 -1.866 0.16
H -0.7577 -0.7154 -3.3164 0.092 1.690 1.931 0.15
H 2.0273 -3.5360 0.5690 0.272 -0.170 -0.115 0.12
H 0.9049 1.4694 -0.3566 1.193 -0.691 -2.116 0.13
H -1.8894 3.4466 -2.6778 0.140 1.697 1.572 0.04
H 0.4448 -5.5336 -0.3170 0.271 -0.181 -0.083 0.14
H 0.6207 -0.2935 2.5923 -2.367 -0.043 -0.801 0.11
H 1.2968 -5.7709 1.2340 -0.042 0.087 -0.084 0.13
H -2.3722 2.3419 2.6588 -0.223 -2.021 -0.739 0.13
H -3.6608 3.0917 0.8766 1.485 -1.070 -1.534 0.14
H -0.4796 -0.5214 -1.4122 -0.424 0.989 -2.008 0.14
H -2.7107 5.1110 -2.3309 1.799 -1.315 0.855 0.07
H 0.0520 2.5125 3.1349 -0.391 -1.555 1.506 0.08
H -0.8402 3.7803 -0.0192 -2.615 0.361 -0.441 0.08
H 4.4130 -0.4954 -1.0222 -1.315 0.054 -1.213 0.13
H -1.4704 -0.2023 4.0819 0.456 1.415 -1.932 0.14
H 2.2969 2.1408 -1.5122 -1.642 -2.053 0.417 0.13
H 0.1172 2.1479 -2.9435 1.174 -2.240 0.732 0.09
H 0.9101 1.1791 4.1883 -2.263 0.762 -0.673 0.09
H 2.1916 -4.0314 -1.1387 -0.051 0.016 0.129 0.13
H -3.7065 2.6499 -0.9546 1.288 0.371 1.986 0.15
H -0.5998 2.0578 4.9006 0.764 -0.753 -2.158 0.09
H -2.3639 4.9933 0.1724 1.100 -2.180 -1.016 0.12
```
Positions in Å, forces in eV/Å.

Results
LUMO energy   -0.0011 hartree
Largest force on an atom   8.8 eV/Å
Orbital gap   9.57 eV
SMILES   C[C@H](O)CON(CCCI)C(=O)OCCCC(=O)O.O=S1(=O)OCCO1

---

# 2
# ClO4Tl

A molecular structure, ClO4Tl in a non-equilibrium geometry (ωB97M-V/def2-TZVPD, the Open Molecules 2025 dataset).

Geometry as XYZ:
```
6
Properties=species:S:1:pos:R:3:forces:R:3:lowdin_charge:R:1
Tl -2.7718 1.9189 1.3597 -0.516 0.355 0.253 1.13
Cl 0.5256 -0.4071 -0.1957 0.591 -1.391 3.883 0.81
O 1.6334 0.5300 -0.4594 -0.267 -0.773 -0.473 0.15
O -0.3891 0.1397 0.7346 1.320 -1.110 -0.076 -0.29
O -0.0587 -0.3944 -1.4750 -0.076 -0.151 -3.177 0.12
O 1.0606 -1.7872 0.0358 -1.051 3.070 -0.409 0.08
```
Positions in Å, forces in eV/Å.

Results
LUMO energy   -0.6473 hartree
Largest force on an atom   4.2 eV/Å
Relative energy (zero: lowest compared OMol25 entry of this formula, charge and spin)   47.8 kJ/mol
Total charge   +2
Orbital gap   4.38 eV

---

# 3
# C4H10NO2

A gas-phase ion, C4H10NO2 (charge -1) in a non-equilibrium geometry (ωB97M-V/def2-TZVPD, the Open Molecules 2025 dataset).

Geometry as XYZ:
```
17
Properties=species:S:1:pos:R:3:forces:R:3:lowdin_charge:R:1
O 0.6988 -1.2764 -0.9740 0.336 -0.290 -0.211 -0.33
O 0.4256 -0.8761 1.5448 0.390 0.177 0.491 -0.10
N -1.3700 1.4732 -0.7327 1.112 0.145 -0.173 0.02
C -0.9680 0.2289 -0.0112 -0.722 -0.079 -0.059 -0.37
C 1.4120 1.0569 0.3569 -0.777 -0.004 0.937 -0.07
C -0.6156 -0.9953 -0.9032 -0.581 0.093 -0.564 -0.45
C 0.1593 0.3981 1.0030 -0.078 0.478 -0.086 -0.43
H -0.6561 2.1749 -0.5289 -0.251 0.068 0.052 0.04
H -1.1187 -0.7765 -1.8937 0.234 -0.057 0.035 0.08
H 1.4684 2.0956 0.6763 -0.010 0.411 -0.177 0.05
H 1.3176 0.9560 -0.7172 0.592 -0.066 -0.076 0.06
H -1.8648 -0.0467 0.5301 -0.221 -0.213 0.469 0.11
H 0.7974 -1.3196 0.7366 -0.125 -0.303 -0.401 0.05
H -0.2038 1.0269 1.8254 0.122 0.000 0.080 0.12
H -1.2109 1.3052 -1.7260 -0.182 -0.117 0.036 0.04
H -1.2344 -1.8353 -0.5068 0.061 -0.062 0.069 0.08
H 2.2879 0.5758 0.7899 0.099 -0.182 -0.422 0.07
```
Positions in Å, forces in eV/Å.

Results
LUMO energy   0.1585 hartree
Largest force on an atom   1.2 eV/Å
Relative energy (zero: lowest compared OMol25 entry of this formula, charge and spin)   242.1 kJ/mol
Total charge   -1
Orbital gap   7.33 eV
SMILES   C[C@H](O)[C@@H](N)C[O-]

---

# 4
# C3H5FO2

2 unconnected molecules or ions with the total composition C3H5FO2 in a non-equilibrium geometry (ωB97M-V/def2-TZVPD, the Open Molecules 2025 dataset).

Geometry as XYZ:
```
11
Properties=species:S:1:pos:R:3:forces:R:3:lowdin_charge:R:1
F 1.2972 -1.8719 -0.5404 -0.519 -0.537 1.023 0.03
O -0.1102 1.8081 -1.6127 6.526 0.405 -3.883 0.06
O 0.9803 0.1712 -0.0396 2.111 3.350 -2.664 0.03
C 0.7331 -1.0206 0.3968 1.700 -0.560 -2.134 -0.51
C 0.1572 -1.4492 1.4895 0.152 -0.288 -0.503 0.07
C -1.1329 1.7949 -1.0355 -8.411 0.017 4.905 -0.27
H -2.1358 1.6100 -1.5180 0.855 0.127 -0.017 0.11
H 1.5919 0.3214 -0.9429 -2.689 -1.410 3.706 0.24
H -0.3393 -0.8541 2.2246 0.053 0.128 0.156 0.06
H -1.3340 1.9884 0.0818 0.783 -0.217 -1.359 0.13
H 0.2926 -2.4980 1.4965 -0.559 -1.014 0.770 0.06
```
Positions in Å, forces in eV/Å.

Results
Expectation value of S²   2.006
2S+1   3
LUMO energy (alpha / beta)   0.0259 / -0.0948 hartree
Largest force on an atom   9.7 eV/Å
Relative energy (zero: lowest compared OMol25 entry of this formula, charge and spin)   0.0 kJ/mol
Orbital gap (alpha / beta)   7.25 / 6.55 eV

---

# 5
# C7H10FNS

2 unconnected molecules or ions with the total composition C7H10FNS in a non-equilibrium geometry (ωB97M-V/def2-TZVPD, the Open Molecules 2025 dataset).

Geometry as XYZ:
```
20
Properties=species:S:1:pos:R:3:forces:R:3:lowdin_charge:R:1
S -1.8730 0.3246 -0.9417 -0.267 -0.149 -0.971 1.01
F -3.2831 0.4453 1.2608 -1.087 0.028 0.412 0.06
N -0.8774 -3.4081 -1.7326 -1.368 -0.974 1.088 -0.02
C 2.6082 0.3007 0.4506 -0.912 -0.246 -0.074 0.01
C -0.0884 0.6135 -0.8013 -2.738 0.113 -0.276 -0.47
C 0.2373 0.8198 0.6355 1.608 0.511 0.739 -0.44
C -2.0847 0.5643 0.7590 1.194 -0.053 -0.507 -0.65
C -0.9675 0.7920 1.4250 -1.709 -0.474 2.966 -0.07
C 1.5574 0.4124 1.2487 -0.537 1.080 0.759 -0.09
C 0.3498 1.9540 -0.4023 -0.345 1.950 0.654 -0.08
H -1.0888 0.7705 2.5509 0.761 0.329 -1.399 0.15
H -0.8422 -3.3883 -0.6862 0.061 0.047 -1.218 0.02
H 1.6361 0.5215 2.3791 -0.067 -0.391 -1.606 0.13
H -1.0047 -2.4470 -2.0137 -0.083 0.253 -0.026 -0.05
H 2.3865 0.3005 -0.6311 0.872 -0.102 0.608 0.07
H 1.3729 2.0705 -0.6396 0.860 0.567 -0.235 0.08
H -0.1973 2.9818 -0.3296 0.410 -2.460 -0.295 0.16
H 0.3811 -0.0466 -1.4737 1.147 -0.349 -0.608 0.09
H 3.5815 0.2934 0.8740 0.825 -0.353 -0.186 0.05
H -1.8038 -3.8749 -1.9319 1.374 0.674 0.175 0.03
```
Positions in Å, forces in eV/Å.

Results
LUMO energy   0.0266 hartree
Largest force on an atom   3.5 eV/Å
Relative energy (zero: lowest compared OMol25 entry of this formula, charge and spin)   0.9 kJ/mol
Orbital gap   8.95 eV
SMILES   C=C[C@]12C=C(F)S[C@H]1C2.N